Below is a structure of composition C21H18AsN4O6RuS2, with properties calculated with ωB97M-V/def2-TZVPD.

Atoms and positions in Å:
Ru1 -0.090 -0.097 -0.414
N1 0.440 -2.700 -2.271
C1 0.152 -1.601 -3.052
C2 -0.079 -1.823 -4.410
C3 -0.348 -0.755 -5.231
C4 -0.364 0.523 -4.684
C5 -0.143 0.669 -3.340
N2 0.090 -0.379 -2.514
C6 1.108 -2.789 -1.067
C7 1.685 -4.020 -0.746
C8 2.390 -4.156 0.424
C9 2.538 -3.045 1.247
C10 1.935 -1.871 0.878
N3 1.199 -1.737 -0.250
H1 0.377 -3.573 -2.768
H2 -0.043 -2.830 -4.802
H3 -0.535 -0.910 -6.285
H4 -0.559 1.397 -5.287
H5 -0.160 1.652 -2.906
H6 1.574 -4.854 -1.427
H7 2.833 -5.106 0.689
H8 3.100 -3.087 2.168
H9 2.029 -1.001 1.503
O1 2.786 1.227 1.074
As1 1.338 1.508 2.038
O2 1.813 1.180 3.556
O3 0.160 0.399 1.482
C11 0.620 3.283 1.858
C12 0.763 4.127 2.945
C13 0.197 5.397 2.899
C14 -0.510 5.812 1.781
C15 -0.653 4.972 0.685
C16 -0.095 3.705 0.735
S1 -0.191 2.673 -0.693
O4 -0.480 3.510 -1.814
O5 1.066 1.879 -0.778
O6 -1.257 1.639 -0.484
H10 3.542 1.430 1.640
H11 1.312 3.778 3.811
H12 0.308 6.062 3.744
H13 -0.946 6.801 1.755
H14 -1.181 5.282 -0.206
S2 -2.394 -1.000 -1.234
C17 -2.477 -1.613 0.360
C18 -3.612 -2.080 1.012
C19 -3.467 -2.485 2.323
C20 -2.216 -2.406 2.936
C21 -1.147 -1.930 2.210
N4 -1.287 -1.568 0.933
H15 -4.564 -2.099 0.500
H16 -4.323 -2.849 2.877
H17 -2.076 -2.711 3.962
H18 -0.159 -1.830 2.640

**E_HOMO (alpha / beta)**: -11.664 / -11.667 eV
**Spin multiplicity**: 1
**Energy relative to the best compared isomer or geometry (same formula, charge and spin)**: 1.024 eV
**HOMO-LUMO gap (alpha / beta)**: 6.543 / 6.569 eV
**Net charge**: +1



Below is the molecule C26H34N2O3, with properties calculated with ωB97M-V/def2-TZVPD.

Atoms and positions in Å:
C1 3.655 3.266 -1.581
N1 2.566 3.779 -2.378
C2 1.332 3.216 -2.413
O1 0.368 3.768 -2.916
C3 1.194 1.848 -1.827
C4 1.946 0.772 -2.294
C5 1.727 -0.496 -1.806
C6 0.749 -0.731 -0.833
O2 0.650 -2.016 -0.413
C7 -0.371 -2.401 0.495
C8 -1.731 -2.527 -0.196
C9 -2.758 -3.076 0.790
N2 -2.322 -4.370 1.267
C10 -3.349 -5.184 1.868
C11 -4.101 -4.610 3.094
C12 -3.229 -4.419 4.299
C13 -2.974 -3.150 4.806
C14 -2.158 -2.978 5.911
C15 -1.585 -4.077 6.528
C16 -1.842 -5.347 6.040
C17 -2.660 -5.516 4.937
C18 -1.077 -4.268 1.998
C19 0.018 -3.766 1.059
C20 -0.013 0.342 -0.378
C21 0.206 1.611 -0.883
C22 2.816 5.060 -3.035
C23 2.031 6.212 -2.400
C24 2.383 7.509 -3.131
O3 2.110 7.434 -4.509
C25 2.821 6.393 -5.134
C26 2.492 5.026 -4.531
H1 4.032 4.052 -0.923
H2 4.476 2.924 -2.218
H3 3.316 2.435 -0.967
H4 2.695 0.930 -3.057
H5 2.300 -1.338 -2.162
H6 -0.432 -1.678 1.322
H7 -1.627 -3.218 -1.034
H8 -2.059 -1.562 -0.586
H9 -3.721 -3.197 0.288
H10 -2.884 -2.350 1.614
H11 -4.092 -5.386 1.089
H12 -2.887 -6.135 2.145
H13 -4.568 -3.663 2.817
H14 -4.898 -5.318 3.337
H15 -3.419 -2.287 4.331
H16 -1.971 -1.985 6.291
H17 -0.947 -3.944 7.389
H18 -1.407 -6.210 6.523
H19 -2.865 -6.511 4.569
H20 -0.812 -5.257 2.376
H21 -1.152 -3.584 2.861
H22 0.139 -4.462 0.229
H23 0.967 -3.690 1.591
H24 -0.784 0.205 0.364
H25 -0.400 2.436 -0.539
H26 3.890 5.259 -2.921
H27 2.273 6.306 -1.340
H28 0.966 6.010 -2.507
H29 1.784 8.341 -2.755
H30 3.451 7.741 -2.975
H31 2.535 6.429 -6.187
H32 3.905 6.581 -5.053
H33 3.072 4.249 -5.032
H34 1.431 4.817 -4.660

**E_HOMO**: -8.315 eV
**Spin multiplicity**: 1
**Energy relative to the best compared isomer or geometry (same formula, charge and spin)**: 1.581 eV
**HOMO-LUMO gap**: 9.028 eV



Below is the molecule C16H14N4O3, with properties calculated with ωB97M-V/def2-TZVPD.

Atoms and positions in Å:
O1 -0.419 -0.741 -1.942
C1 -1.163 -0.940 -1.002
N1 -1.100 -2.093 -0.282
N2 -0.143 -3.085 -0.536
C2 1.131 -2.852 0.169
C3 0.867 -2.490 1.623
C4 0.761 -0.975 1.578
O2 0.174 -0.261 2.346
N3 1.479 -0.554 0.469
C5 1.778 0.808 0.196
C6 2.106 1.660 1.243
C7 2.389 2.988 0.977
C8 2.357 3.463 -0.323
C9 2.039 2.606 -1.363
C10 1.746 1.277 -1.111
C11 1.846 -1.606 -0.363
O3 2.568 -1.540 -1.317
C12 -2.174 0.031 -0.515
C13 -1.866 1.390 -0.541
C14 -2.794 2.292 -0.054
C15 -3.996 1.800 0.435
N4 -4.308 0.516 0.435
C16 -3.424 -0.346 -0.028
H1 -1.714 -2.266 0.498
H2 0.037 -3.089 -1.542
H3 1.734 -3.750 0.017
H4 1.720 -2.752 2.251
H5 -0.023 -2.954 2.043
H6 2.132 1.290 2.256
H7 2.640 3.651 1.792
H8 2.582 4.499 -0.525
H9 2.012 2.971 -2.378
H10 1.483 0.610 -1.917
H11 -0.911 1.712 -0.928
H12 -2.588 3.351 -0.050
H13 -4.751 2.461 0.840
H14 -3.743 -1.381 -0.031

**E_HOMO**: -9.168 eV
**Spin multiplicity**: 1
**Energy relative to the best compared isomer or geometry (same formula, charge and spin)**: 2.026 eV
**HOMO-LUMO gap**: 9.683 eV